A) 42
Properties=species:S:1:pos:R:3 method="wB97M-V/def2-TZVPD" homo_lumo_gap_ev=9.40
O 0.2755 2.7073 1.5108
H 0.0844 3.6337 1.3965
H -0.0289 2.4510 0.6506
O -0.9742 -2.5276 0.1121
H -1.8506 -2.0568 0.3411
H -0.8745 -3.4368 0.5335
O 1.7923 -2.5394 -1.1553
H 1.8202 -2.5576 -0.1764
H 0.8961 -2.3471 -1.4217
O -0.3624 -1.4068 2.6759
H 0.1639 -2.0756 2.2154
H 0.0207 -1.3046 3.6042
O -1.4111 1.1138 2.6762
H -0.8721 1.6760 2.1611
H -0.8909 0.2990 2.6736
O -2.8785 -0.8528 -2.8026
H -2.9782 -0.5751 -3.7326
H -2.6279 -0.1608 -2.2466
O 2.5324 1.1985 -0.1368
H 2.4023 2.1481 0.0054
H 1.6767 0.8127 0.0644
O 1.9348 1.2260 3.1733
H 2.1674 0.2998 3.1180
H 1.4970 1.3491 2.3058
O 0.2008 -0.0761 0.0169
H 0.0254 -1.0332 0.0199
H -0.4777 0.2673 -0.5603
O 1.8702 0.2222 -2.8233
H 1.9001 1.0326 -3.4001
H 2.0484 0.6135 -1.9165
O -0.1918 -1.8243 -2.8561
H 0.4195 -1.0844 -2.8434
H -1.0358 -1.4646 -2.8154
O 1.5149 -2.7606 1.6818
H 2.1481 -2.0251 1.8355
H 1.7800 -3.3394 2.3648
O -1.6283 3.6900 -0.5523
H -2.1202 3.7401 0.2719
H -1.7454 2.8267 -0.8939
O -1.8311 1.1458 -1.4738
H -2.7648 1.3211 -1.3185
H -1.6269 1.6743 -2.2828


B) 42
Properties=species:S:1:pos:R:3 method="wB97M-V/def2-TZVPD" homo_lumo_gap_ev=10.44
O 3.1389 -1.2140 2.2957
H 3.1648 -0.4987 2.8933
H 2.7005 -1.0164 1.5194
O 1.3127 0.4093 0.4346
H 1.2668 1.2153 1.0046
H 1.6174 0.5576 -0.4220
O -1.3732 -1.2483 1.4176
H -1.6899 -0.3306 1.5024
H -0.5677 -1.2174 0.9526
O 1.4654 -2.3946 -3.2204
H 2.0388 -2.4972 -2.4303
H 2.1801 -2.1909 -3.9395
O 0.1610 0.8926 -3.9275
H -0.5639 0.3257 -4.3614
H 0.6817 0.0400 -3.7648
O -0.8368 4.7838 -1.8083
H -0.8518 5.0741 -0.9049
H -1.2449 3.8965 -1.9134
O -2.7434 -2.0040 -1.4495
H -2.3031 -1.7600 -0.6445
H -3.6938 -1.9869 -1.1759
O -1.4592 -0.8511 3.9861
H -1.9404 -1.7192 3.9142
H -0.8356 -0.9873 3.2162
O -1.2169 1.2291 -0.1381
H -0.8022 1.0533 -1.0185
H -2.0731 1.6133 -0.3243
O -3.3190 2.8679 1.0619
H -2.7971 2.0986 1.0619
H -4.0503 2.5973 0.4837
O 1.1892 3.1532 0.3837
H 0.5288 3.7989 0.1177
H 1.9224 3.5416 0.8372
O 2.1578 -4.2677 0.1900
H 1.4143 -4.4642 -0.3304
H 2.3803 -3.3406 0.2205
O 2.7630 2.1298 2.1364
H 3.3537 1.8391 2.8330
H 1.9589 2.3278 2.6475
O -0.7415 -3.7297 -0.9056
H -0.8709 -4.6794 -1.0732
H -1.4218 -3.0467 -1.3578


Which structure is most stable, and how do the rest compare? From most to least stable: A), B).